This record from the Open Molecules 2025 dataset describes a cluster of 2 separate species, CH2Cl2N2 in total in a non-equilibrium geometry. The level of theory is ωB97M-V with the def2-TZVPD basis set.

Cartesian coordinates (Å):
1 C 1.117 -0.060 -0.041
2 N -1.600 1.846 0.171
3 N 0.889 -1.253 0.259
4 Cl -2.500 0.589 0.511
5 Cl -0.513 -1.936 -0.296
6 H 0.488 0.664 -0.652
7 H 2.118 0.149 0.047

Output
**Calculated total energy**: -1068.985459 hartree
**Energy relative to the best compared isomer or geometry (same formula, charge and spin)**: 490.1 kJ/mol

=====

This record from the Open Molecules 2025 dataset describes a structure of composition CH2Cl2N2 in a non-equilibrium geometry. The level of theory is ωB97M-V with the def2-TZVPD basis set.

Cartesian coordinates (Å):
1 C -0.640 0.326 0.100
2 N -0.186 1.470 0.043
3 N 0.616 -1.131 -0.075
4 Cl -2.109 -0.453 -0.109
5 Cl 2.133 -0.322 -0.085
6 H 1.131 -2.021 0.254
7 H -0.944 2.131 -0.127

Output
**Calculated total energy**: -1069.041156 hartree
**Energy relative to the best compared isomer or geometry (same formula, charge and spin)**: 343.9 kJ/mol

=====

This record from the Open Molecules 2025 dataset describes a cluster of 2 separate species, CH2Cl2N2 in total in a non-equilibrium geometry. The level of theory is ωB97M-V with the def2-TZVPD basis set.

Cartesian coordinates (Å):
1 C -1.107 -0.136 -0.753
2 N -0.506 -1.138 -0.944
3 N 0.891 1.098 0.592
4 Cl 0.292 1.162 2.195
5 Cl 1.882 -0.216 0.327
6 H -1.952 0.493 -0.796
7 H 0.500 -1.263 -0.621

Output
**Calculated total energy**: -1069.001055 hartree
**Energy relative to the best compared isomer or geometry (same formula, charge and spin)**: 449.2 kJ/mol

=====

This record from the Open Molecules 2025 dataset describes a cluster of 2 separate species, CH2Cl2N2 in total in a non-equilibrium geometry. The level of theory is ωB97M-V with the def2-TZVPD basis set.

Cartesian coordinates (Å):
1 C -0.491 1.091 0.242
2 N 0.735 0.958 0.162
3 N -1.658 -1.219 0.481
4 Cl -1.883 1.878 -0.036
5 Cl -3.182 -0.846 -0.107
6 H 1.456 1.298 -0.449
7 H -0.873 -1.396 -0.098

Output
**Calculated total energy**: -1068.996500 hartree
**Energy relative to the best compared isomer or geometry (same formula, charge and spin)**: 461.1 kJ/mol

=====

This record from the Open Molecules 2025 dataset describes a cluster of 2 separate species, CH2Cl2O in total in a non-equilibrium geometry. The level of theory is ωB97M-V with the def2-TZVPD basis set.

Cartesian coordinates (Å):
1 C -0.244 -0.168 0.522
2 O 1.094 0.014 -0.886
3 Cl -0.651 -1.716 0.087
4 Cl -1.442 1.171 0.316
5 H 0.477 -0.033 1.374
6 H 0.765 0.732 -1.412

Output
**Calculated total energy**: -1034.833337 hartree
**Energy relative to the best compared isomer or geometry (same formula, charge and spin)**: 201.7 kJ/mol

=====

This record from the Open Molecules 2025 dataset describes an isolated molecule of CH2Cl2O2 in a non-equilibrium geometry. The level of theory is ωB97M-V with the def2-TZVPD basis set.

Cartesian coordinates (Å):
1 O 1.643 0.156 0.285
2 O 0.379 0.660 0.521
3 C -0.801 -0.240 -0.405
4 Cl -2.200 0.680 -0.090
5 Cl -0.833 -1.845 0.095
6 H 2.100 0.575 1.032
7 H -0.288 0.013 -1.438

Output
**Calculated total energy**: -1110.011010 hartree
**Energy relative to the best compared isomer or geometry (same formula, charge and spin)**: 444.2 kJ/mol
**SMILES**: OOC(Cl)Cl

=====

This record from the Open Molecules 2025 dataset describes a cluster of 2 separate species, CH2Cl2O3 in total in a non-equilibrium geometry. The level of theory is ωB97M-V with the def2-TZVPD basis set.

Cartesian coordinates (Å):
1 C -1.270 -0.471 -0.353
2 O -1.457 -0.416 -1.547
3 O 2.160 0.336 0.149
4 O -1.405 0.434 0.557
5 Cl -1.117 -1.924 0.548
6 Cl -1.496 2.121 -0.055
7 H 2.510 0.417 1.009
8 H 2.076 -0.498 -0.308

Output
**Calculated total energy**: -1185.228874 hartree
**Energy relative to the best compared isomer or geometry (same formula, charge and spin)**: 0.0 kJ/mol
**2S+1**: 3

=====

This record from the Open Molecules 2025 dataset describes a structure of composition CH2Cl2O3S in a non-equilibrium geometry. The level of theory is ωB97M-V with the def2-TZVPD basis set.

Cartesian coordinates (Å):
1 C -0.872 -0.571 0.652
2 O 1.945 1.485 0.277
3 O 1.677 -0.735 -0.557
4 O -0.223 1.004 -1.329
5 S 1.864 0.668 -0.949
6 Cl -2.249 -1.755 0.217
7 Cl -1.333 0.913 -0.252
8 H -0.978 -0.213 1.683
9 H 0.168 -0.796 0.258

Output
**Calculated total energy**: -1583.301500 hartree
**Energy relative to the best compared isomer or geometry (same formula, charge and spin)**: 0.6 kJ/mol
**2S+1**: 3

=====

This record from the Open Molecules 2025 dataset describes an isolated molecule of CH2Cl2S in a non-equilibrium geometry. The level of theory is ωB97M-V with the def2-TZVPD basis set.

Cartesian coordinates (Å):
1 S 0.113 0.892 1.145
2 C 1.020 0.037 -0.154
3 Cl 1.180 -1.912 0.395
4 Cl 2.660 0.664 -0.171
5 H -1.027 0.212 1.022
6 H 0.714 -0.017 -1.208

Output
**Calculated total energy**: -1357.844481 hartree
**Energy relative to the best compared isomer or geometry (same formula, charge and spin)**: 0.0 kJ/mol
**SMILES**: SC(Cl)Cl

=====

This record from the Open Molecules 2025 dataset describes a cluster of 2 separate species, CH2Cl2S2 in total in a non-equilibrium geometry. The level of theory is ωB97M-V with the def2-TZVPD basis set.

Cartesian coordinates (Å):
1 S 3.146 1.878 -0.326
2 C 3.240 0.280 -0.117
3 S 1.793 -0.657 -0.497
4 Cl 4.594 -0.486 0.610
5 H 2.302 -1.856 -0.301
6 Cl -1.602 1.459 0.479
7 H -2.907 1.214 0.469

Output
**Calculated total energy**: -1756.036587 hartree
**Energy relative to the best compared isomer or geometry (same formula, charge and spin)**: 11.0 kJ/mol
**SMILES**: S=C(S)Cl.Cl

=====

This record from the Open Molecules 2025 dataset describes a structure of composition CH2Cl4N2 in a non-equilibrium geometry. The level of theory is ωB97M-V with the def2-TZVPD basis set.

Cartesian coordinates (Å):
1 C 0.216 0.430 -0.450
2 N 0.105 -0.626 0.385
3 N -0.997 1.819 0.344
4 Cl 1.907 0.972 -0.501
5 Cl -1.513 -1.225 0.472
6 Cl -0.678 1.651 2.015
7 Cl -0.530 3.332 -0.156
8 H -0.229 0.267 -1.402
9 H 0.520 -0.538 1.394

Output
**Calculated total energy**: -1989.421797 hartree
**Energy relative to the best compared isomer or geometry (same formula, charge and spin)**: 108.2 kJ/mol

=====

This record from the Open Molecules 2025 dataset describes a cluster of 2 separate species, CH2Cl4P2 in total in a non-equilibrium geometry. The level of theory is ωB97M-V with the def2-TZVPD basis set.

Cartesian coordinates (Å):
1 C 1.092 1.505 0.503
2 P -1.758 0.042 -0.165
3 P 0.588 0.120 -0.361
4 Cl -1.877 -0.953 1.539
5 Cl -1.887 -1.352 -1.494
6 Cl 0.417 -3.177 0.307
7 Cl 0.899 0.399 -2.293
8 H 2.102 1.793 0.498
9 H 0.425 1.624 1.466

Output
**Calculated total energy**: -2562.720280 hartree
**Energy relative to the best compared isomer or geometry (same formula, charge and spin)**: 296.6 kJ/mol

=====

This record from the Open Molecules 2025 dataset describes a cluster of 2 separate species, CH2Cl4Si in total in a non-equilibrium geometry. The level of theory is ωB97M-V with the def2-TZVPD basis set.

Cartesian coordinates (Å):
1 C -2.657 0.287 -0.175
2 Si 1.907 -0.210 0.146
3 Cl -0.952 0.731 0.021
4 Cl 2.303 0.001 2.148
5 Cl 3.220 1.139 -0.679
6 Cl 2.423 -1.997 -0.713
7 H -3.261 0.683 -1.091
8 H -2.983 -0.635 0.342

Output
**Calculated total energy**: -2169.583929 hartree
**Energy relative to the best compared isomer or geometry (same formula, charge and spin)**: 402.5 kJ/mol

=====

This record from the Open Molecules 2025 dataset describes an isolated molecule of CH2ClF2NS in a non-equilibrium geometry. The level of theory is ωB97M-V with the def2-TZVPD basis set.

Cartesian coordinates (Å):
1 C -0.727 -0.367 0.675
2 N 0.384 -1.114 0.051
3 F 0.219 0.568 -2.082
4 F 1.716 1.345 -0.661
5 S 1.324 -0.191 -1.142
6 Cl -0.251 0.275 2.306
7 H -1.456 -1.134 0.721
8 H -1.209 0.617 0.132

Output
**Calculated total energy**: -1152.066439 hartree
**Energy relative to the best compared isomer or geometry (same formula, charge and spin)**: 201.4 kJ/mol

=====

This record from the Open Molecules 2025 dataset describes a cluster of 2 separate species, CH2ClF3N2 in total in a non-equilibrium geometry. The level of theory is ωB97M-V with the def2-TZVPD basis set.

Cartesian coordinates (Å):
1 C -1.135 -0.252 -0.086
2 N 0.052 -0.716 -0.599
3 N 1.651 0.689 0.622
4 F -1.572 -0.854 1.046
5 F -2.150 -0.397 -0.975
6 F -1.105 1.066 0.187
7 Cl 1.663 2.081 -0.180
8 H 0.287 -1.630 -0.233
9 H 2.309 0.012 0.218

Output
**Calculated total energy**: -908.439336 hartree
**Energy relative to the best compared isomer or geometry (same formula, charge and spin)**: 296.5 kJ/mol

=====

This record from the Open Molecules 2025 dataset describes a cluster of 2 separate species, CH2ClFO2 in total in a non-equilibrium geometry. The level of theory is ωB97M-V with the def2-TZVPD basis set.

Cartesian coordinates (Å):
1 C 0.627 0.341 0.123
2 O 0.058 1.441 0.517
3 O -1.434 -1.168 -0.156
4 F 0.926 0.227 -1.166
5 Cl 1.537 -0.568 1.179
6 H -0.582 1.778 -0.134
7 H -1.131 -2.051 -0.362

Output
**Calculated total energy**: -749.699748 hartree
**Energy relative to the best compared isomer or geometry (same formula, charge and spin)**: 422.3 kJ/mol

=====

This record from the Open Molecules 2025 dataset describes an isolated molecule of CH2ClFP2 in a non-equilibrium geometry. The level of theory is ωB97M-V with the def2-TZVPD basis set.

Cartesian coordinates (Å):
1 F -2.073 0.771 0.561
2 P -0.969 0.607 -0.633
3 P -0.327 -1.447 -0.273
4 C 0.497 0.293 0.429
5 Cl 2.077 0.769 -0.124
6 H 0.414 -1.396 -1.462
7 H 0.381 0.403 1.502

Output
**Calculated total energy**: -1282.057705 hartree
**Energy relative to the best compared isomer or geometry (same formula, charge and spin)**: 0.4 kJ/mol
**SMILES**: FP1#[PH][C@H]1Cl

=====

This record from the Open Molecules 2025 dataset describes a cluster of 2 separate species, CH2ClIO in total in a non-equilibrium geometry. The level of theory is ωB97M-V with the def2-TZVPD basis set.

Cartesian coordinates (Å):
1 C -1.105 0.087 0.334
2 O -0.581 0.806 -0.552
3 Cl 0.370 -2.654 1.765
4 I -2.763 0.896 1.380
5 H -0.201 -1.668 1.137
6 H -0.913 1.705 -0.758

Output
**Calculated total energy**: -872.342083 hartree
**Energy relative to the best compared isomer or geometry (same formula, charge and spin)**: 185.8 kJ/mol

=====

This record from the Open Molecules 2025 dataset describes a cluster of 2 separate species, CH2ClIO in total in a non-equilibrium geometry. The level of theory is ωB97M-V with the def2-TZVPD basis set.

Cartesian coordinates (Å):
1 C 0.134 -0.234 0.533
2 O 0.049 0.319 -0.634
3 Cl -2.637 -0.320 0.778
4 I 0.325 0.875 2.285
5 H -0.312 -1.159 0.407
6 H 0.247 1.302 -0.661

Output
**Calculated total energy**: -872.327588 hartree
**Energy relative to the best compared isomer or geometry (same formula, charge and spin)**: 223.8 kJ/mol

=====

This record from the Open Molecules 2025 dataset describes a cluster of 2 separate species, CH2ClIOS in total in a non-equilibrium geometry. The level of theory is ωB97M-V with the def2-TZVPD basis set.

Cartesian coordinates (Å):
1 C 1.209 0.076 0.690
2 O -1.100 -0.858 -1.310
3 S -1.449 0.524 -1.072
4 Cl -2.361 0.575 0.717
5 I 1.607 -1.327 -0.780
6 H 0.510 -0.045 1.430
7 H 1.583 1.055 0.324

Output
**Calculated total energy**: -1270.494670 hartree
**Energy relative to the best compared isomer or geometry (same formula, charge and spin)**: 213.8 kJ/mol